[1]
Here is a 4-piece molecular cluster, H9O4 overall in a non-equilibrium geometry from the OMol25 dataset. Energies are from ωB97M-V/def2-TZVPD.

Last column: Löwdin spin population.
Geometry (Å):
1 O 1.284 -1.177 -1.860  0.108
2 H 1.215 -1.707 -2.667  0.021
3 H 2.022 -0.564 -1.943  0.021
4 H -0.384 -1.154 -1.666  0.039
5 O -1.326 -0.965 -1.372  0.305
6 H -1.110 -0.715 -0.356  0.037
7 H -1.384 0.090 -1.799  0.284
8 O 0.989 1.899 2.412  0.039
9 H 1.292 2.313 3.250  0.003
10 H 0.571 2.666 1.981  0.009
11 O -0.956 -0.578 1.138  0.097
12 H -0.381 0.126 1.508  0.015
13 H -1.832 -0.235 1.374  0.024

Properties
- energy relative to the best compared isomer or geometry (same formula, charge and spin) (eV) = 0.202
- <S²> = 0.7508
- LUMO level (alpha / beta) (eV) = 0.540 / 0.392
- energy (Ha) = -306.214462
- multiplicity = 2

---

[2]
Here is a 4-piece molecular cluster, H9O4 overall in a non-equilibrium geometry from the OMol25 dataset. Energies are from ωB97M-V/def2-TZVPD.

Last column: natural (NBO) charge in e.
Geometry (Å):
1 O 0.339 -1.878 -1.833  -0.973
2 H -0.331 -2.337 -2.351  0.511
3 H 1.168 -2.354 -1.949  0.510
4 O -0.287 2.549 -0.452  -0.935
5 H -1.190 2.863 -0.604  0.503
6 H -0.087 3.012 0.374  0.497
7 O -0.210 -0.584 2.298  -0.955
8 H -0.280 -0.409 3.234  0.532
9 H -0.079 -1.535 2.200  0.501
10 O 0.222 -0.013 -0.038  -0.846
11 H -0.029 0.954 -0.122  0.545
12 H -0.031 -0.366 0.860  0.542
13 H 0.182 -0.494 -0.908  0.567

Properties
- energy relative to the best compared isomer or geometry (same formula, charge and spin) (eV) = 0.535
- LUMO level (eV) = -3.207
- net charge = +1
- energy (Ha) = -306.106792

---

[3]
Here is a 4-piece molecular cluster, H9O4 overall in a non-equilibrium geometry from the OMol25 dataset. Energies are from ωB97M-V/def2-TZVPD.

Last column: natural (NBO) charge in e.
Geometry (Å):
1 O -1.614 -0.129 0.783  -0.982
2 H -1.715 -0.485 -0.136  0.510
3 H -0.292 0.839 1.117  0.526
4 H -2.529 0.192 0.863  0.495
5 O 2.162 0.460 -0.467  -0.792
6 H 2.109 -0.427 0.030  0.546
7 H 2.960 0.727 0.025  0.556
8 O 0.554 1.351 1.095  -0.984
9 H 0.220 2.204 1.403  0.514
10 H 1.199 0.923 -0.263  0.588
11 O -0.903 -1.465 -1.407  -0.962
12 H -0.801 -2.307 -0.876  0.488
13 H -1.349 -1.883 -2.167  0.499

Properties
- energy relative to the best compared isomer or geometry (same formula, charge and spin) (eV) = 1.733
- LUMO level (eV) = -4.046
- net charge = +1
- energy (Ha) = -306.062770

---

[4]
Here is a 4-piece molecular cluster, H9O4 overall in a non-equilibrium geometry from the OMol25 dataset. Energies are from ωB97M-V/def2-TZVPD.

Last column: Löwdin spin population.
Geometry (Å):
1 O -0.116 -1.859 1.897  0.592
2 H -0.959 -2.157 2.306  0.006
3 H 0.607 -2.089 2.539  0.005
4 O 0.186 -0.778 -2.471  0.263
5 H 0.477 -0.121 -3.127  0.003
6 H -0.283 -1.471 -2.970  0.002
7 O 0.129 2.447 0.587  0.099
8 H -0.045 2.815 1.461  0.001
9 H 0.453 3.175 0.046  0.001
10 O -0.171 0.034 -0.065  0.034
11 H -0.029 -0.306 -1.013  -0.003
12 H -0.130 1.018 0.233  -0.002
13 H -0.120 -0.709 0.580  -0.001

Properties
- energy relative to the best compared isomer or geometry (same formula, charge and spin) (eV) = 1.497
- <S²> = 0.7556
- LUMO level (alpha / beta) (eV) = -7.835 / -17.182
- net charge = +2
- energy (Ha) = -305.501910
- multiplicity = 2

---

[5]
Here is a 5-piece molecular cluster, H9O5 overall in a non-equilibrium geometry from the OMol25 dataset. Energies are from ωB97M-V/def2-TZVPD.

Last column: natural (NBO) charge in e.
Geometry (Å):
1 O -1.325 -0.566 0.483  -1.334
2 H -2.221 -0.789 0.185  0.435
3 O -1.235 -2.224 -2.291  -0.974
4 H -0.381 -2.642 -2.466  0.455
5 H -1.267 -2.060 -1.320  0.508
6 O -0.455 1.215 2.379  -1.004
7 H 0.263 0.605 2.290  0.461
8 H -1.033 0.914 1.623  0.516
9 O 1.116 -0.174 -0.069  -1.027
10 H 1.516 -0.989 0.032  0.445
11 H 0.182 -0.242 0.279  0.526
12 O 1.822 2.613 -0.560  -0.983
13 H 2.162 1.748 -0.269  0.496
14 H 0.856 2.590 -0.296  0.482

Properties
- energy relative to the best compared isomer or geometry (same formula, charge and spin) (eV) = 0.892
- LUMO level (eV) = 3.883
- net charge = -1
- energy (Ha) = -381.630055

---

[6]
Here is one molecule with the formula H9PSi4 in a non-equilibrium geometry from the OMol25 dataset. Energies are from ωB97M-V/def2-TZVPD.

Last column: Löwdin spin population.
Geometry (Å):
1 Si -1.707 -0.437 0.542  0.118
2 Si -1.616 1.704 -0.321  0.616
3 Si 0.084 -1.546 -0.472  0.067
4 Si 2.606 0.699 0.673  0.704
5 P 1.173 0.312 -0.989  0.187
6 H -1.659 -0.302 2.009  0.000
7 H -3.044 -1.000 0.263  0.009
8 H -1.875 2.082 -1.710  0.052
9 H -1.143 2.921 0.331  0.059
10 H 0.832 -2.501 0.354  0.004
11 H -0.271 -2.255 -1.711  0.015
12 H 2.915 -0.642 1.217  0.081
13 H 1.621 1.214 1.656  0.069
14 H 2.085 -0.250 -1.843  0.018

Properties
- energy relative to the best compared isomer or geometry (same formula, charge and spin) (eV) = 0.118
- <S²> = 2.0054
- LUMO level (alpha / beta) (eV) = 0.479 / -2.045
- energy (Ha) = -1504.527947
- multiplicity = 3

---

[7]
Here is one molecule with the formula HI2NO3S in a non-equilibrium geometry from the OMol25 dataset. Energies are from ωB97M-V/def2-TZVPD.

Last column: Löwdin spin population.
Geometry (Å):
1 N 1.108 -0.449 -0.801  0.659
2 O 0.536 1.291 1.382  0.042
3 O -1.027 -0.602 1.211  0.018
4 O -1.024 1.248 -0.396  0.025
5 S -0.216 0.377 0.588  0.049
6 I 1.361 -2.459 -0.369  1.164
7 I -2.705 0.450 -0.911  0.022
8 H 1.966 0.144 -0.703  0.022

Properties
- energy relative to the best compared isomer or geometry (same formula, charge and spin) (eV) = 0.880
- <S²> = 2.0101
- LUMO level (alpha / beta) (eV) = -1.346 / -3.251
- energy (Ha) = -1274.435472
- multiplicity = 3

---

[8]
Here is a 2-piece molecular cluster, HI2OP overall in a non-equilibrium geometry from the OMol25 dataset. Energies are from ωB97M-V/def2-TZVPD.

Last column: natural (NBO) charge in e.
Geometry (Å):
1 O -1.124 -0.282 -1.694  -0.973
2 P -1.983 0.569 -0.927  1.269
3 I -2.361 -0.683 1.276  -0.295
4 I 2.401 0.591 1.239  -0.092
5 H 3.067 -0.195 0.107  0.092

Properties
- energy relative to the best compared isomer or geometry (same formula, charge and spin) (eV) = 0.907
- SMILES = O=PI.I
- LUMO level (eV) = -1.450
- energy (Ha) = -1012.592265

---

[9]
Here is a 2-piece molecular cluster, HIN3P overall in a non-equilibrium geometry from the OMol25 dataset. Energies are from ωB97M-V/def2-TZVPD.

Last column: natural (NBO) charge in e.
Geometry (Å):
1 N -1.115 0.948 -0.027  -0.508
2 N -0.797 -0.136 0.311  0.264
3 N -0.538 -0.992 0.984  -0.092
4 P 2.101 -0.677 0.933  0.063
5 I 2.043 -0.256 -1.417  -0.109
6 H -1.693 1.113 -0.784  0.382

Properties
- energy relative to the best compared isomer or geometry (same formula, charge and spin) (eV) = 4.971
- LUMO level (alpha / beta) (eV) = -1.281 / -1.250
- energy (Ha) = -803.770083

---

[10]
Here is an isolated ion of composition HINO and charge -1 in a non-equilibrium geometry from the OMol25 dataset. Energies are from ωB97M-V/def2-TZVPD.

Last column: natural (NBO) charge in e.
Geometry (Å):
1 O 1.146 0.537 -0.720  -0.504
2 N 0.418 -0.103 0.212  -0.214
3 I -1.851 -0.984 -0.430  -0.556
4 H 0.288 0.550 0.937  0.275

Properties
- energy relative to the best compared isomer or geometry (same formula, charge and spin) (eV) = 0.877
- SMILES = [O-]NI
- LUMO level (alpha / beta) (eV) = 3.626 / 3.885
- net charge = -1
- energy (Ha) = -428.250174

---

[11]
Here is an isolated ion of composition HN2O2 and charge -1 in a non-equilibrium geometry from the OMol25 dataset. Energies are from ωB97M-V/def2-TZVPD.

Last column: natural (NBO) charge in e.
Geometry (Å):
1 N 0.373 0.655 -0.006  -0.667
2 N 1.483 0.020 -0.013  0.570
3 O 2.564 0.622 0.003  -0.572
4 O 1.502 -1.235 0.004  -0.629
5 H -0.410 -0.058 0.109  0.298

Properties
- energy relative to the best compared isomer or geometry (same formula, charge and spin) (eV) = 0.000
- SMILES = N=[N+]([O-])[O-]
- LUMO level (eV) = 5.439
- net charge = -1
- energy (Ha) = -260.526499

---

[12]
Here is a 2-piece molecular cluster, HN2O2S overall in a non-equilibrium geometry from the OMol25 dataset. Energies are from ωB97M-V/def2-TZVPD.

Last column: natural (NBO) charge in e.
Geometry (Å):
1 N -1.918 0.511 -0.654  -0.762
2 N -2.509 -0.255 1.203  0.434
3 O -1.705 0.113 2.105  -0.560
4 O -3.251 -1.151 1.449  -0.471
5 S -0.477 0.963 -0.313  0.414
6 H 0.407 -0.175 -0.373  -0.055

Properties
- energy relative to the best compared isomer or geometry (same formula, charge and spin) (eV) = 1.614
- LUMO level (alpha / beta) (eV) = 3.822 / 3.822
- net charge = -1
- energy (Ha) = -658.645842

---

[13]
Here is a 2-piece molecular cluster, HN2O4S overall in a non-equilibrium geometry from the OMol25 dataset. Energies are from ωB97M-V/def2-TZVPD.

Last column: natural (NBO) charge in e.
Geometry (Å):
1 N 0.055 0.357 0.155  -0.514
2 N -0.955 0.251 0.933  0.558
3 O -1.080 0.950 1.933  -0.506
4 O 1.336 -1.777 -0.731  -0.980
5 O -1.797 -0.590 0.587  -0.506
6 O 0.946 0.065 -2.293  -0.988
7 S 0.369 -0.843 -1.304  1.695
8 H 1.127 1.587 0.719  0.240

Properties
- energy relative to the best compared isomer or geometry (same formula, charge and spin) (eV) = 4.525
- LUMO level (eV) = 2.681
- net charge = -1
- energy (Ha) = -809.102491

---

[14]
Here is HN2O5S as an isolated structure in a non-equilibrium geometry from the OMol25 dataset. Energies are from ωB97M-V/def2-TZVPD.

Last column: natural (NBO) charge in e.
Geometry (Å):
1 N -0.095 -0.141 0.030  -0.503
2 N -0.253 1.057 -0.074  0.563
3 O 2.237 -0.639 0.798  -0.914
4 O -1.295 1.673 -0.351  -0.532
5 O 0.817 1.779 0.301  -0.567
6 O 3.690 1.336 0.410  -0.914
7 O 2.400 0.256 -1.388  -0.942
8 S 2.563 0.540 0.014  2.469
9 H -0.742 -0.813 -0.307  0.340

Properties
- energy relative to the best compared isomer or geometry (same formula, charge and spin) (eV) = 2.493
- LUMO level (eV) = 3.834
- net charge = -1
- energy (Ha) = -884.423372

---

[15]
Here is a 2-piece molecular cluster, HN2O5S2 overall in a non-equilibrium geometry from the OMol25 dataset. Energies are from ωB97M-V/def2-TZVPD.

Last column: natural (NBO) charge in e.
Geometry (Å):
1 N -1.160 0.591 0.034  -0.260
2 N -2.479 0.551 0.011  0.551
3 O -2.977 -0.573 0.018  -0.386
4 O 1.948 -0.197 1.497  -0.979
5 O -3.131 1.552 0.030  -0.389
6 O 3.536 -0.970 -0.220  -0.966
7 O 1.038 -1.340 -0.450  -0.996
8 S 1.684 1.203 -0.926  -0.211
9 S 2.129 -0.563 0.112  2.224
10 H -0.588 -0.255 -0.104  0.411

Properties
- energy relative to the best compared isomer or geometry (same formula, charge and spin) (eV) = 1.418
- LUMO level (alpha / beta) (eV) = 0.276 / 1.242
- net charge = -1
- energy (Ha) = -1282.547463

---

[16]
Here is one molecule with the formula HN3O2 in a non-equilibrium geometry from the OMol25 dataset. Energies are from ωB97M-V/def2-TZVPD.

Last column: natural (NBO) charge in e.
Geometry (Å):
1 H 0.620 -0.391 -0.252  0.356
2 N -0.353 -0.034 -0.481  -0.291
3 N -1.129 -0.039 0.459  -0.002
4 N -2.506 0.121 0.035  0.595
5 O -3.128 1.116 -0.054  -0.300
6 O -2.870 -1.033 -0.105  -0.357

Properties
- energy relative to the best compared isomer or geometry (same formula, charge and spin) (eV) = 3.444
- SMILES = [H]/N=N/[N+](=O)[O-]
- LUMO level (eV) = -0.222
- energy (Ha) = -315.166463

---

[17]
Here is a 2-piece molecular cluster, HN3O3 overall in a non-equilibrium geometry from the OMol25 dataset. Energies are from ωB97M-V/def2-TZVPD.

Last column: natural (NBO) charge in e.
Geometry (Å):
1 O -1.408 -0.011 1.127  -0.322
2 N -0.539 -0.518 0.519  0.744
3 O 0.070 -0.110 -0.416  -0.373
4 O -0.170 -1.776 0.967  -0.540
5 H 0.539 -2.149 0.416  0.497
6 N 0.436 2.690 -1.494  -0.011
7 N 1.072 1.875 -1.118  0.006

Properties
- energy relative to the best compared isomer or geometry (same formula, charge and spin) (eV) = 0.274
- SMILES = O=[N+]([O-])O.N#N
- LUMO level (eV) = 0.376
- energy (Ha) = -390.485432

---

[18]
Here is HN3O3 as an isolated structure in a non-equilibrium geometry from the OMol25 dataset. Energies are from ωB97M-V/def2-TZVPD.

Last column: natural (NBO) charge in e.
Geometry (Å):
1 N 0.726 -0.459 0.929  0.115
2 N 0.795 0.431 0.027  -0.345
3 N -0.449 -2.526 2.200  0.773
4 O -1.415 -3.091 2.044  -0.211
5 O -0.412 -1.193 1.058  -0.419
6 O 0.558 -2.686 2.681  -0.205
7 H -0.222 0.532 -0.375  0.292

Properties
- energy relative to the best compared isomer or geometry (same formula, charge and spin) (eV) = 4.392
- LUMO level (eV) = -1.091
- energy (Ha) = -390.334105

---

[19]
Here is an isolated ion of composition HN3O3S and charge -2 in a non-equilibrium geometry from the OMol25 dataset. Energies are from ωB97M-V/def2-TZVPD.

Last column: natural (NBO) charge in e.
Geometry (Å):
1 H 1.702 -0.643 -0.662  0.256
2 N 2.393 0.139 -0.263  -0.725
3 N 1.670 1.059 0.213  -0.039
4 N 0.456 1.087 0.397  -0.458
5 S -1.241 -0.215 0.113  2.152
6 O -2.229 0.060 1.252  -1.051
7 O -0.880 -1.698 0.122  -1.077
8 O -1.871 0.212 -1.173  -1.058

Properties
- energy relative to the best compared isomer or geometry (same formula, charge and spin) (eV) = 2.608
- SMILES = [H]/N=N\N=S(=O)([O-])[O-]
- LUMO level (alpha / beta) (eV) = 7.110 / 7.109
- net charge = -2
- energy (Ha) = -788.643126

---

[20]
Here is an isolated ion of composition HN6O and charge -1 in a non-equilibrium geometry from the OMol25 dataset. Energies are from ωB97M-V/def2-TZVPD.

Last column: natural (NBO) charge in e.
Geometry (Å):
1 O -0.266 3.245 1.235  -0.522
2 N -0.327 2.292 0.452  0.381
3 N -0.258 2.660 -0.818  -0.349
4 N 0.008 1.695 -1.682  -0.048
5 N -0.091 0.482 -1.394  -0.165
6 N -0.395 -0.082 -0.145  -0.413
7 N -0.375 1.175 1.023  -0.229
8 H 0.291 -0.721 0.262  0.344

Properties
- energy relative to the best compared isomer or geometry (same formula, charge and spin) (eV) = 3.111
- SMILES = O=[N+]1[N-]N=NN[N-]1
- LUMO level (eV) = 5.060
- net charge = -1
- energy (Ha) = -404.182697